[1]
C7H13ClFN2O3P | wB97M-V/def2-TZVPD

Summary:
Structure (SMILES)   CCCO[C@H]1C(=O)N[C@@](N)(P(O)Cl)[C@H]1F
Gap between HOMO and LUMO   9.67 eV
HOMO energy   -9.4 eV
LUMO   0.31 eV

Geometry (Å):
C: 3.108 0.258 -0.385
C: 2.682 -0.820 0.603
C: 1.789 -1.893 -0.040
O: 0.467 -1.896 0.456
C: -0.396 -1.031 -0.203
C: -1.835 -1.559 -0.054
O: -2.205 -2.708 -0.134
N: -2.725 -0.470 0.246
C: -1.950 0.751 0.092
N: -1.944 1.087 -1.322
P: -2.659 2.213 1.095
O: -2.878 3.239 -0.120
Cl: -0.910 2.953 1.970
C: -0.555 0.335 0.566
F: -0.574 0.021 1.910
H: 2.280 0.561 -1.025
H: 3.888 -0.099 -1.051
H: 3.450 1.157 0.117
H: 3.548 -1.317 1.024
H: 2.122 -0.364 1.413
H: 2.203 -2.873 0.172
H: 1.800 -1.795 -1.126
H: -0.065 -0.825 -1.216
H: -3.099 -0.641 1.172
H: -2.330 0.348 -1.885
H: -1.030 1.364 -1.648
H: -2.415 2.971 -0.925
H: 0.233 1.034 0.296


[2]
C7H13F3IN3O4P | wB97M-V/def2-TZVPD

Summary:
Net charge   +1
Gap between HOMO and LUMO   9.24 eV
HOMO energy   -13.3 eV
LUMO   -4.05 eV

Geometry (Å):
N: 2.228 0.777 3.263
C: 1.463 1.403 2.355
N: 0.452 0.717 1.772
C: -0.056 1.416 0.589
O: -0.481 2.702 0.911
C: 0.476 3.446 1.644
N: 1.689 2.688 2.030
P: 3.199 3.152 1.075
O: 2.503 3.408 -0.359
I: 4.351 1.043 0.615
H: 2.582 -0.134 3.028
H: 2.478 1.214 4.130
H: -0.276 0.470 2.435
H: -0.899 0.869 0.183
H: 0.721 1.402 -0.170
H: 0.000 3.759 2.569
H: 0.763 4.346 1.111
H: 2.341 2.590 -0.847
C: -3.387 -3.672 -2.256
C: -2.216 -3.701 -1.300
O: -1.101 -2.930 -1.815
C: -1.147 -1.635 -1.629
O: -1.990 -0.997 -1.067
C: 0.123 -0.981 -2.205
F: 0.448 -1.457 -3.393
F: 1.154 -1.188 -1.367
F: -0.052 0.336 -2.307
H: -3.082 -4.017 -3.243
H: -4.180 -4.321 -1.888
H: -3.787 -2.664 -2.361
H: -1.830 -4.710 -1.188
H: -2.488 -3.331 -0.314


[3]
C7H13INO3P | wB97M-V/def2-TZVPD

Summary:
Energy relative to the best compared isomer or geometry (same formula, charge and spin)   24.1 kcal/mol
Gap between HOMO and LUMO   8.37 eV
HOMO energy   -8.5 eV
LUMO   -0.08 eV

Geometry (Å):
C: 0.450 0.243 0.149
C: 1.554 -0.494 0.226
C: -0.182 0.469 -1.069
C: -1.338 2.513 -2.722
C: 2.256 -0.911 1.421
C: 2.625 -2.333 1.397
C: -2.095 1.407 -2.142
N: 1.002 -3.456 2.033
O: 0.301 0.284 -2.168
O: 2.277 -0.799 -0.934
O: -1.459 0.890 -0.938
P: 0.135 -2.397 3.190
I: -0.147 -3.489 0.318
H: 0.014 0.434 1.125
H: -1.482 2.516 -3.852
H: -1.721 3.488 -2.286
H: -0.347 2.404 -2.634
H: 3.145 -0.211 1.561
H: 1.677 -0.735 2.349
H: 3.346 -2.588 2.198
H: 2.767 -2.686 0.282
H: -2.127 0.592 -2.799
H: -3.111 1.677 -1.844
H: 1.793 -0.325 -1.673
H: -0.610 -3.485 3.554
H: 1.113 -2.691 4.163


[4]
C7H13IO3S | wB97M-V/def2-TZVPD

Summary:
Energy relative to the best compared isomer or geometry (same formula, charge and spin)   0.0 kcal/mol
Structure (SMILES)   C[C@@H](I)C[C@H]1CCCOS1(=O)=O
Gap between HOMO and LUMO   9.83 eV
HOMO energy   -9.3 eV
LUMO   0.57 eV

Geometry (Å):
C: 2.939 -0.837 -0.105
C: 1.962 0.087 0.615
I: 3.084 1.231 2.063
C: 1.233 1.047 -0.341
C: -0.285 0.832 -0.478
C: -0.648 -0.568 -1.015
C: -2.089 -1.025 -0.770
C: -2.668 -0.605 0.558
O: -2.601 0.836 0.707
S: -1.124 1.333 1.013
O: -1.160 2.758 1.054
O: -0.620 0.607 2.137
H: 2.390 -1.515 -0.760
H: 3.490 -1.435 0.616
H: 3.650 -0.270 -0.702
H: 1.264 -0.510 1.188
H: 1.404 2.087 -0.085
H: 1.631 0.890 -1.346
H: -0.634 1.564 -1.206
H: 0.071 -1.312 -0.680
H: -0.512 -0.496 -2.094
H: -2.153 -2.112 -0.807
H: -2.727 -0.645 -1.567
H: -2.174 -1.078 1.403
H: -3.722 -0.865 0.604


[5]
C7H13N | wB97M-V/def2-TZVPD

Summary:
Spin multiplicity   2
Net charge   -1
Energy relative to the best compared isomer or geometry (same formula, charge and spin)   13.4 kcal/mol
Gap between HOMO and LUMO (spin up / spin down)   2.37 / 7.47 eV
HOMO energy (spin up / spin down)   1.3 / -3.9 eV
⟨S²⟩   0.750
LUMO (spin up / spin down)   3.69 / 3.58 eV

Geometry (Å):
C: 0.412 -0.945 1.456
C: 1.098 -0.284 0.319
C: 2.206 0.435 0.502
N: 2.967 0.547 1.628
C: 0.584 -0.480 -1.098
C: -0.689 0.307 -1.264
C: -1.906 -0.218 -1.129
C: -3.147 0.606 -1.048
H: 0.637 -0.395 2.359
H: -0.676 -0.819 1.435
H: 0.630 -1.950 1.647
H: 2.595 0.925 -0.379
H: 2.526 0.495 2.529
H: 3.926 0.798 1.571
H: 0.445 -1.548 -1.251
H: 1.317 -0.093 -1.835
H: -0.617 1.383 -1.339
H: -1.919 -1.293 -1.104
H: -3.851 0.376 -1.843
H: -3.643 0.496 -0.081
H: -2.894 1.655 -1.076


[6]
C7H13N | wB97M-V/def2-TZVPD

Summary:
Energy relative to the best compared isomer or geometry (same formula, charge and spin)   142.9 kcal/mol
Gap between HOMO and LUMO   5.98 eV
HOMO energy   -6.9 eV
LUMO   -0.91 eV

Geometry (Å):
C: 0.476 0.180 -2.118
C: -0.712 -0.450 -1.375
C: -0.657 -0.157 0.093
C: -0.091 -1.133 0.983
C: -0.587 -1.145 2.374
C: -0.328 1.945 1.542
C: -0.682 1.237 0.435
N: 1.747 -0.378 -1.673
H: 0.430 0.000 -3.190
H: 0.410 1.260 -1.943
H: -1.651 -0.186 -1.869
H: -0.585 -1.535 -1.457
H: 0.166 -2.028 0.389
H: 0.077 -1.459 3.169
H: 0.601 -0.475 1.629
H: -1.586 -1.570 2.498
H: -0.368 1.376 2.465
H: -0.164 3.010 1.546
H: -1.021 1.888 -0.376
H: 2.080 -0.155 -0.749
H: 2.445 -0.224 -2.370


[7]
C7H13N | wB97M-V/def2-TZVPD

Summary:
Energy relative to the best compared isomer or geometry (same formula, charge and spin)   104.1 kcal/mol
Structure (SMILES)   CC1(C)NC[C@@H]2C[C@H]21
Gap between HOMO and LUMO   9.13 eV
HOMO energy   -8.1 eV
LUMO   1.07 eV

Geometry (Å):
C: -1.926 -0.191 -0.896
C: -0.674 0.047 -0.040
C: -1.100 -0.515 1.381
N: -0.256 1.463 0.016
C: 1.237 1.458 0.069
C: 1.555 0.082 0.439
C: 1.898 -1.190 -0.310
C: 0.569 -0.558 -0.638
H: -2.668 0.522 -0.621
H: -2.313 -1.239 -0.801
H: -1.810 -0.121 -1.953
H: -0.760 -1.532 1.415
H: -0.653 0.095 2.136
H: -2.129 -0.368 1.692
H: -0.635 1.905 -0.800
H: 1.616 1.689 -0.965
H: 1.750 2.205 0.739
H: 1.174 -0.002 1.412
H: 2.641 -1.409 -0.945
H: 1.723 -2.011 0.378
H: 0.760 -0.329 -1.708


[8]
C7H13N | wB97M-V/def2-TZVPD

Summary:
Energy relative to the best compared isomer or geometry (same formula, charge and spin)   37.5 kcal/mol
Structure (SMILES)   C=C/C(N)=C(\C)CC
Gap between HOMO and LUMO   8.48 eV
HOMO energy   -7.4 eV
LUMO   1.07 eV

Geometry (Å):
C: -3.029 0.409 0.263
C: -1.964 -0.198 0.765
C: -0.689 -0.599 0.147
N: -0.698 -1.896 -0.339
C: 0.417 0.209 0.152
C: 0.146 1.604 0.688
C: 1.832 -0.341 0.043
C: 2.413 -0.136 -1.365
H: -3.194 0.666 -0.777
H: -3.879 0.663 0.875
H: -1.898 -0.275 1.855
H: 0.113 -2.478 -0.234
H: -1.565 -2.402 -0.365
H: 1.010 2.267 0.607
H: -0.315 1.648 1.691
H: -0.564 2.153 0.074
H: 1.900 -1.396 0.287
H: 2.321 0.331 0.760
H: 3.351 -0.692 -1.424
H: 1.698 -0.447 -2.126
H: 2.593 0.911 -1.576


[9]
C7H13N | wB97M-V/def2-TZVPD

Summary:
Energy relative to the best compared isomer or geometry (same formula, charge and spin)   37.3 kcal/mol
Structure (SMILES)   C=C/C(CC)=C(\C)N
Gap between HOMO and LUMO   9.61 eV
HOMO energy   -8.6 eV
LUMO   1.02 eV

Geometry (Å):
C: 0.766 2.355 -0.710
C: -0.187 1.625 -0.099
C: 0.047 0.180 0.118
C: 0.492 -0.161 1.475
C: -0.806 -0.539 2.318
C: 0.009 -0.671 -0.929
C: -0.372 -0.436 -2.348
N: 0.261 -2.091 -0.716
H: 0.703 3.438 -0.756
H: 1.655 1.855 -1.062
H: -0.994 2.201 0.319
H: 1.002 0.678 1.958
H: 1.108 -1.054 1.559
H: -0.667 -0.260 3.365
H: -1.659 -0.008 1.879
H: -1.036 -1.604 2.215
H: 0.383 -0.835 -3.026
H: -0.403 0.669 -2.499
H: -1.413 -0.712 -2.530
H: 1.268 -2.222 -0.677
H: -0.159 -2.407 0.145


[10]
C7H13N | wB97M-V/def2-TZVPD

Summary:
Energy relative to the best compared isomer or geometry (same formula, charge and spin)   117.5 kcal/mol
Structure (SMILES)   C[C@@]12CNC[C@@]1(C)C2
Gap between HOMO and LUMO   8.41 eV
HOMO energy   -7.4 eV
LUMO   0.97 eV

Geometry (Å):
C: 1.308 0.229 1.645
C: 0.550 -0.644 0.590
C: -0.931 -0.667 0.923
N: -1.327 0.709 0.556
C: -0.223 1.448 -0.244
C: 0.275 0.161 -0.860
C: -0.712 -0.434 -1.916
C: 1.289 -0.913 -0.594
H: 1.642 -0.348 2.542
H: 2.179 0.797 1.221
H: 0.768 1.123 2.048
H: -1.195 -0.917 1.919
H: -1.389 -1.317 0.205
H: -2.255 0.847 -0.074
H: 0.459 2.030 0.350
H: -0.657 2.096 -0.981
H: -0.846 -1.563 -2.178
H: -0.436 0.013 -2.980
H: -1.737 -0.200 -1.578
H: 2.357 -0.766 -0.412
H: 1.066 -1.846 -1.228


[11]
C7H13N2 | wB97M-V/def2-TZVPD

Summary:
Net charge   +1
Energy relative to the best compared isomer or geometry (same formula, charge and spin)   101.7 kcal/mol
Gap between HOMO and LUMO   10.03 eV
HOMO energy   -13.5 eV
LUMO   -3.48 eV

Geometry (Å):
C: 1.356 1.911 0.208
C: 2.453 1.196 0.214
C: 0.119 0.107 -0.151
C: -1.966 1.231 -0.849
C: -1.882 -0.293 1.164
C: 1.079 -2.128 -0.326
C: -1.327 -0.023 -0.247
N: 2.368 -0.168 0.047
N: 1.115 -0.689 -0.165
H: 0.900 2.860 0.295
H: 3.451 1.585 0.360
H: -1.497 1.492 -1.795
H: -1.871 2.070 -0.166
H: -3.022 1.051 -1.028
H: -2.967 -0.319 1.118
H: -1.586 0.501 1.845
H: -1.529 -1.243 1.556
H: 1.312 -2.617 0.623
H: 0.085 -2.435 -0.645
H: 1.804 -2.437 -1.080
H: -1.563 -0.883 -0.893
H: 3.168 -0.768 -0.085


[12]
C7H13N2 | wB97M-V/def2-TZVPD

Summary:
Net charge   +1
Energy relative to the best compared isomer or geometry (same formula, charge and spin)   92.9 kcal/mol
Gap between HOMO and LUMO   9.40 eV
HOMO energy   -12.4 eV
LUMO   -3.03 eV

Geometry (Å):
C: 0.698 -0.721 -1.602
C: 1.754 -0.152 -1.050
C: 0.921 0.173 1.387
C: -0.646 -0.779 -1.116
C: 1.615 0.837 0.100
C: -0.349 0.284 0.624
C: -1.579 0.548 1.354
N: -1.166 -2.022 -0.734
N: 0.242 1.502 -0.098
H: 0.930 -1.384 -2.405
H: 2.758 -0.122 -1.523
H: 1.317 -0.832 1.565
H: 1.003 0.649 2.372
H: -1.432 -0.204 -1.563
H: 2.356 1.463 0.312
H: -2.001 -0.430 1.599
H: -2.264 0.967 0.561
H: -1.436 1.192 2.192
H: -2.095 -2.100 -0.248
H: -0.592 -2.851 -0.926
H: 0.088 2.412 0.305
H: -0.122 1.570 -1.106


Number 1: calculated total energy -1511.19975 Ha. Number 2: calculated total energy -1678.22623 Ha. Number 3: calculated total energy -1193.90798 Ha. Number 4: calculated total energy -1196.11665 Ha. Number 5: calculated total energy -329.17602 Ha. Number 6: calculated total energy -329.04374 Ha. Number 7: calculated total energy -329.10558 Ha. Number 8: calculated total energy -329.21172 Ha. Number 9: calculated total energy -329.21203 Ha. Number 10: calculated total energy -329.08425 Ha. Number 11: calculated total energy -383.65506 Ha. Number 12: calculated total energy -383.66913 Ha.